[1]
{
  "formula": "C22H42AuN6O8P2S2",
  "method": "the ωB97M-V functional and the def2-TZVPD basis",
  "symbols": ["Au", "C", "P", "C", "C", "C", "P", "C", "C", "H", "H", "H", "H", "H", "H", "H", "H", "H", "H", "H", "H", "H", "H", "H", "H", "C", "C", "S", "O", "O", "C", "C", "N", "C", "N", "C", "C", "N", "O", "O", "C", "H", "H", "H", "H", "H", "H", "H", "H", "H", "H", "H", "H", "H", "C", "C", "S", "O", "O", "C", "C", "N", "C", "N", "C", "C", "N", "O", "O", "C", "H", "H", "H", "H", "H", "H", "H", "H", "H", "H", "H", "H", "H"],
  "xyz": [[-0.24, 0.00, 0.97], [-0.46, -1.79, 3.85], [0.23, -0.22, 3.32], [2.01, -0.25, 3.58], [-0.47, 1.16, 4.26], [-0.23, 2.41, 3.42], [-0.91, 2.03, 1.79], [-0.26, 3.11, 0.53], [-2.69, 2.07, 1.82], [-0.11, -1.94, 4.88], [-0.10, -2.61, 3.24], [-1.55, -1.76, 3.85], [2.20, -0.25, 4.65], [2.49, 0.62, 3.13], [2.44, -1.15, 3.15], [-0.02, 1.22, 5.25], [-1.54, 0.97, 4.40], [0.83, 2.63, 3.30], [-0.72, 3.30, 3.81], [-0.52, 4.13, 0.86], [-0.76, 2.94, -0.43], [0.82, 3.04, 0.44], [-2.99, 3.06, 2.18], [-3.13, 1.31, 2.47], [-3.09, 1.95, 0.81], [8.99, -3.33, 0.45], [8.18, -2.15, -0.09], [6.55, -2.67, -0.45], [6.56, -3.69, -1.47], [5.81, -2.91, 0.78], [5.71, -1.25, -1.16], [4.41, -1.85, -1.70], [3.25, -0.97, -1.46], [2.35, -1.21, -0.50], [1.38, -0.29, -0.53], [1.70, 0.59, -1.54], [2.85, 0.17, -2.10], [3.57, 0.80, -3.19], [3.07, 1.82, -3.62], [4.56, 0.24, -3.59], [2.39, -2.39, 0.41], [9.99, -2.99, 0.67], [9.05, -4.13, -0.29], [8.54, -3.72, 1.36], [8.60, -1.76, -1.03], [8.10, -1.33, 0.63], [6.29, -0.75, -1.93], [5.52, -0.58, -0.32], [4.18, -2.76, -1.16], [4.48, -2.09, -2.75], [1.12, 1.45, -1.82], [2.27, -3.32, -0.16], [1.55, -2.33, 1.11], [3.33, -2.47, 0.96], [-6.48, 3.68, -2.97], [-6.35, 3.21, -1.52], [-5.19, 1.92, -1.28], [-3.88, 2.30, -1.81], [-5.20, 1.50, 0.11], [-5.80, 0.56, -2.26], [-4.75, -0.52, -2.51], [-3.87, -0.78, -1.34], [-2.59, -0.39, -1.27], [-2.11, -0.62, -0.04], [-3.12, -1.19, 0.69], [-4.20, -1.30, -0.11], [-5.49, -1.83, 0.26], [-5.63, -2.13, 1.42], [-6.31, -1.94, -0.63], [-1.82, 0.18, -2.41], [-7.01, 4.63, -2.98], [-7.06, 2.98, -3.57], [-5.50, 3.84, -3.43], [-7.29, 2.86, -1.09], [-5.97, 4.00, -0.87], [-6.10, 0.96, -3.23], [-6.69, 0.18, -1.75], [-4.09, -0.22, -3.31], [-5.23, -1.45, -2.79], [-3.04, -1.50, 1.72], [-1.77, -0.52, -3.24], [-0.80, 0.35, -2.07], [-2.25, 1.12, -2.75]],
  "total_charge": 3,
  "gap_ev": 5.10,
  "e_tot_ha": -3407.6000,
  "e_above_lowest_kcal_mol": 32.1,
  "lumo_ev": -11.6125
}

=====

[2]
{
  "formula": "C22H42BF4IN3O4",
  "method": "the ωB97M-V functional and the def2-TZVPD basis",
  "symbols": ["C", "C", "C", "C", "C", "C", "C", "C", "C", "C", "C", "C", "C", "C", "B", "N", "O", "O", "C", "C", "C", "C", "C", "I", "C", "O", "N", "O", "N", "C", "F", "F", "C", "F", "F", "H", "H", "H", "H", "H", "H", "H", "H", "H", "H", "H", "H", "H", "H", "H", "H", "H", "H", "H", "H", "H", "H", "H", "H", "H", "H", "H", "H", "H", "H", "H", "H", "H", "H", "H", "H", "H", "H", "H", "H", "H", "H"],
  "xyz": [[7.71, -1.59, 0.47], [7.33, -0.08, 0.44], [5.97, 0.18, -0.26], [4.92, 0.83, 0.66], [3.68, 1.22, -0.19], [3.15, 2.65, 0.09], [2.00, 2.65, 1.15], [0.80, 3.54, 0.70], [-0.51, 2.71, 0.52], [-1.12, 2.86, -0.91], [-0.95, 1.55, -1.73], [-2.33, 0.84, -2.04], [-2.54, -0.27, -1.01], [-3.98, -0.54, -0.58], [-4.88, 0.76, -0.26], [-6.32, 0.71, -0.60], [-4.39, 1.91, 0.26], [-4.10, -1.38, 0.59], [-2.96, -2.15, 0.91], [-2.04, -1.53, 1.98], [-2.86, -0.82, 3.09], [-3.03, 0.70, 2.88], [-2.22, -2.70, -0.36], [-3.72, -4.01, -1.22], [-1.01, -3.48, 0.15], [-1.41, -4.40, 1.14], [-0.33, -5.35, 1.40], [0.28, -5.00, 2.30], [-1.76, -1.56, -1.26], [-1.48, -1.92, -2.67], [-1.11, -3.19, -2.76], [-2.52, -1.82, -3.44], [-0.24, -1.18, -3.29], [0.81, -1.31, -2.48], [0.04, -1.85, -4.41], [8.51, -1.76, -0.25], [8.06, -1.84, 1.47], [6.86, -2.21, 0.21], [7.27, 0.32, 1.46], [8.10, 0.47, -0.09], [5.56, -0.74, -0.69], [6.14, 0.85, -1.11], [4.61, 0.07, 1.38], [5.36, 1.67, 1.18], [2.88, 0.50, 0.01], [3.97, 1.20, -1.24], [3.99, 3.24, 0.48], [2.79, 3.10, -0.83], [2.39, 3.07, 2.07], [1.68, 1.63, 1.33], [0.63, 4.27, 1.49], [1.03, 4.11, -0.20], [-1.24, 3.11, 1.22], [-0.37, 1.66, 0.79], [-0.64, 3.67, -1.46], [-2.17, 3.14, -0.79], [-0.53, 1.83, -2.70], [-0.31, 0.85, -1.19], [-2.35, 0.54, -3.08], [-3.05, 1.66, -1.96], [-2.09, 0.14, -0.11], [-4.48, -1.07, -1.40], [-6.75, -0.15, -0.26], [-6.39, 0.64, -1.62], [-4.82, 2.69, -0.14], [-3.36, -3.05, 1.37], [-1.29, -0.83, 1.60], [-1.49, -2.31, 2.50], [-3.80, -1.34, 3.27], [-2.27, -0.94, 4.00], [-2.29, 1.15, 2.23], [-4.05, 0.90, 2.57], [-2.94, 1.17, 3.86], [-0.53, -4.05, -0.65], [-0.23, -2.80, 0.53], [-0.82, -1.36, -0.87], [-0.45, -0.16, -3.63]],
  "total_charge": 1,
  "smiles": "CCCCCCCCCCCC[C@H]1[C@H](B(N)O)O[C@H](CCC)[C@](I)(CON=O)[N@H+]1C(F)(F)C(F)F",
  "gap_ev": 8.92,
  "e_tot_ha": -2050.3314,
  "e_above_lowest_kcal_mol": 25.9,
  "lumo_ev": -3.3563
}

=====

[3]
{
  "formula": "C22H42Br7F4N3O2P",
  "method": "the ωB97M-V functional and the def2-TZVPD basis",
  "symbols": ["C", "C", "N", "C", "C", "N", "C", "C", "C", "C", "F", "C", "C", "C", "C", "F", "F", "F", "C", "C", "C", "C", "Br", "P", "N", "O", "O", "H", "H", "H", "H", "H", "H", "H", "H", "H", "H", "H", "H", "H", "H", "H", "H", "H", "H", "H", "H", "H", "H", "H", "H", "H", "H", "H", "H", "H", "H", "Br", "C", "C", "Br", "H", "H", "H", "H", "Br", "C", "C", "Br", "H", "H", "H", "H", "Br", "C", "C", "Br", "H", "H", "H", "H"],
  "xyz": [[-0.26, -0.25, 3.00], [0.77, -0.31, 1.92], [1.58, -1.27, 1.91], [0.87, 0.79, 0.85], [-0.49, 1.04, 0.19], [-1.34, -0.13, -0.13], [-2.56, 0.50, -0.76], [-3.51, -0.39, -1.59], [-3.30, -0.42, -3.09], [-1.94, -0.94, -3.57], [-3.63, 0.78, -3.69], [-2.20, 1.94, -1.21], [-3.18, 2.92, -0.59], [-4.58, 2.87, -1.25], [-5.69, 2.81, -0.25], [-6.86, 2.92, -0.86], [-5.64, 3.75, 0.67], [-5.68, 1.61, 0.35], [-0.65, 2.18, -0.90], [-0.31, 3.44, -0.10], [-0.42, 4.83, -0.82], [0.87, 5.65, -0.71], [-0.98, 4.79, -2.68], [0.51, 1.60, -2.21], [1.93, 2.24, -2.18], [-0.13, 1.81, -3.65], [0.70, 0.00, -2.06], [0.06, 0.43, 3.80], [-1.23, 0.13, 2.67], [-0.40, -1.24, 3.43], [2.24, -1.15, 1.13], [1.66, 0.51, 0.15], [1.23, 1.67, 1.38], [-1.05, 1.47, 1.03], [-1.69, -0.54, 0.75], [-0.91, -0.93, -0.61], [-3.16, 0.68, 0.13], [-4.53, -0.12, -1.34], [-3.38, -1.42, -1.25], [-4.04, -1.13, -3.48], [-1.46, -0.19, -4.19], [-1.33, -1.25, -2.72], [-2.10, -1.80, -4.20], [-2.25, 2.17, -2.28], [-2.86, 3.95, -0.66], [-3.34, 2.75, 0.49], [-4.70, 2.05, -1.95], [-4.71, 3.79, -1.83], [0.72, 3.37, 0.24], [-0.91, 3.52, 0.80], [-1.17, 5.41, -0.29], [1.53, 5.51, -1.56], [1.36, 5.51, 0.25], [0.56, 6.70, -0.74], [2.00, 2.93, -1.43], [0.64, 2.00, -4.21], [1.63, -0.18, -1.82], [3.99, -1.29, -0.73], [4.77, -2.86, 0.13], [4.97, -3.98, -0.86], [3.29, -4.87, -1.28], [4.11, -3.14, 0.95], [5.72, -2.52, 0.53], [5.61, -4.75, -0.44], [5.40, -3.64, -1.80], [-4.16, -1.24, 2.39], [-4.29, -2.80, 3.56], [-3.17, -2.84, 4.57], [-1.50, -3.43, 3.76], [-4.31, -3.67, 2.92], [-5.25, -2.69, 4.06], [-3.38, -3.57, 5.34], [-2.97, -1.87, 5.03], [8.51, -3.42, 0.15], [9.25, -4.70, 1.42], [8.17, -5.59, 1.97], [7.09, -4.67, 3.30], [9.76, -4.12, 2.18], [9.97, -5.28, 0.86], [8.61, -6.44, 2.50], [7.49, -5.96, 1.21]],
  "total_charge": 1,
  "gap_ev": 9.79,
  "e_tot_ha": -19936.9817,
  "lumo_ev": -2.1252
}

=====

Repeat the second record exactly.
{
  "formula": "C22H42BF4IN3O4",
  "method": "the ωB97M-V functional and the def2-TZVPD basis",
  "symbols": ["C", "C", "C", "C", "C", "C", "C", "C", "C", "C", "C", "C", "C", "C", "B", "N", "O", "O", "C", "C", "C", "C", "C", "I", "C", "O", "N", "O", "N", "C", "F", "F", "C", "F", "F", "H", "H", "H", "H", "H", "H", "H", "H", "H", "H", "H", "H", "H", "H", "H", "H", "H", "H", "H", "H", "H", "H", "H", "H", "H", "H", "H", "H", "H", "H", "H", "H", "H", "H", "H", "H", "H", "H", "H", "H", "H", "H"],
  "xyz": [[7.71, -1.59, 0.47], [7.33, -0.08, 0.44], [5.97, 0.18, -0.26], [4.92, 0.83, 0.66], [3.68, 1.22, -0.19], [3.15, 2.65, 0.09], [2.00, 2.65, 1.15], [0.80, 3.54, 0.70], [-0.51, 2.71, 0.52], [-1.12, 2.86, -0.91], [-0.95, 1.55, -1.73], [-2.33, 0.84, -2.04], [-2.54, -0.27, -1.01], [-3.98, -0.54, -0.58], [-4.88, 0.76, -0.26], [-6.32, 0.71, -0.60], [-4.39, 1.91, 0.26], [-4.10, -1.38, 0.59], [-2.96, -2.15, 0.91], [-2.04, -1.53, 1.98], [-2.86, -0.82, 3.09], [-3.03, 0.70, 2.88], [-2.22, -2.70, -0.36], [-3.72, -4.01, -1.22], [-1.01, -3.48, 0.15], [-1.41, -4.40, 1.14], [-0.33, -5.35, 1.40], [0.28, -5.00, 2.30], [-1.76, -1.56, -1.26], [-1.48, -1.92, -2.67], [-1.11, -3.19, -2.76], [-2.52, -1.82, -3.44], [-0.24, -1.18, -3.29], [0.81, -1.31, -2.48], [0.04, -1.85, -4.41], [8.51, -1.76, -0.25], [8.06, -1.84, 1.47], [6.86, -2.21, 0.21], [7.27, 0.32, 1.46], [8.10, 0.47, -0.09], [5.56, -0.74, -0.69], [6.14, 0.85, -1.11], [4.61, 0.07, 1.38], [5.36, 1.67, 1.18], [2.88, 0.50, 0.01], [3.97, 1.20, -1.24], [3.99, 3.24, 0.48], [2.79, 3.10, -0.83], [2.39, 3.07, 2.07], [1.68, 1.63, 1.33], [0.63, 4.27, 1.49], [1.03, 4.11, -0.20], [-1.24, 3.11, 1.22], [-0.37, 1.66, 0.79], [-0.64, 3.67, -1.46], [-2.17, 3.14, -0.79], [-0.53, 1.83, -2.70], [-0.31, 0.85, -1.19], [-2.35, 0.54, -3.08], [-3.05, 1.66, -1.96], [-2.09, 0.14, -0.11], [-4.48, -1.07, -1.40], [-6.75, -0.15, -0.26], [-6.39, 0.64, -1.62], [-4.82, 2.69, -0.14], [-3.36, -3.05, 1.37], [-1.29, -0.83, 1.60], [-1.49, -2.31, 2.50], [-3.80, -1.34, 3.27], [-2.27, -0.94, 4.00], [-2.29, 1.15, 2.23], [-4.05, 0.90, 2.57], [-2.94, 1.17, 3.86], [-0.53, -4.05, -0.65], [-0.23, -2.80, 0.53], [-0.82, -1.36, -0.87], [-0.45, -0.16, -3.63]],
  "total_charge": 1,
  "smiles": "CCCCCCCCCCCC[C@H]1[C@H](B(N)O)O[C@H](CCC)[C@](I)(CON=O)[N@H+]1C(F)(F)C(F)F",
  "gap_ev": 8.92,
  "e_tot_ha": -2050.3314,
  "e_above_lowest_kcal_mol": 25.9,
  "lumo_ev": -3.3563
}

=====

Q: Number 2 is which compound?
A: C22H42BF4IN3O4